Entry 1:
{
  "formula": "C20H26NO3",
  "method": "wB97M-V/def2-TZVPD",
  "species": ["C", "O", "C", "C", "C", "C", "C", "C", "C", "C", "C", "C", "C", "O", "C", "C", "C", "C", "C", "H", "H", "H", "H", "H", "H", "H", "H", "H", "H", "H", "H", "H", "H", "H", "H", "H", "C", "C", "O", "C", "N", "H", "H", "H", "H", "H", "H", "H", "H", "H"],
  "positions_angstrom": [[-5.85, 3.76, -1.18], [-5.89, 2.35, -1.17], [-4.64, 1.73, -1.17], [-4.61, 0.33, -1.19], [-3.43, -0.36, -1.17], [-2.20, 0.32, -1.14], [-0.97, -0.39, -1.10], [0.25, 0.24, -1.21], [1.48, -0.38, -1.09], [2.72, 0.31, -1.13], [3.94, -0.39, -1.16], [5.13, 0.29, -1.21], [5.18, 1.69, -1.21], [6.44, 2.29, -1.24], [6.43, 3.70, -1.20], [3.97, 2.39, -1.17], [2.78, 1.72, -1.13], [-2.24, 1.73, -1.12], [-3.42, 2.42, -1.13], [-6.88, 4.13, -1.21], [-5.37, 4.12, -0.28], [-5.33, 4.11, -2.07], [-5.54, -0.20, -1.21], [-3.42, -1.44, -1.19], [-0.99, -1.45, -0.95], [0.25, 1.28, -1.47], [1.49, -1.45, -0.94], [3.93, -1.46, -1.17], [6.06, -0.25, -1.25], [7.47, 4.05, -1.21], [5.92, 4.09, -2.08], [5.95, 4.04, -0.29], [3.96, 3.47, -1.15], [1.86, 2.29, -1.08], [-1.32, 2.29, -1.06], [-3.40, 3.49, -1.08], [-1.05, -5.69, 3.25], [-0.86, -4.20, 3.52], [0.19, -3.99, 4.47], [-0.57, -3.42, 2.23], [-0.39, -2.01, 2.51], [-1.88, -5.87, 2.57], [-0.15, -6.11, 2.80], [-1.23, -6.23, 4.18], [-1.77, -3.79, 3.98], [0.45, -3.04, 4.43], [0.34, -3.82, 1.78], [-1.38, -3.59, 1.51], [-0.20, -1.48, 1.66], [-1.22, -1.61, 2.93]],
  "e_above_lowest_kj_mol": 161.4,
  "homo_energy_ev": -11.491,
  "gap_ev": 6.032,
  "total_charge": 1
}

=====

Entry 2:
{
  "formula": "C20H27BEuN12O3SSbSe4",
  "method": "wB97M-V/def2-TZVPD",
  "species": ["Eu", "C", "C", "N", "N", "C", "B", "N", "C", "C", "C", "N", "N", "C", "C", "C", "N", "N", "C", "C", "C", "N", "H", "H", "H", "H", "H", "H", "H", "H", "H", "H", "H", "H", "Se", "Sb", "Se", "Se", "Se", "O", "C", "O", "H", "C", "N", "C", "C", "O", "H", "H", "H", "H", "H", "H", "H", "C", "C", "C", "N", "N", "C", "N", "S", "H", "H", "H", "H", "H", "H", "H"],
  "positions_angstrom": [[-0.20, -1.84, 1.80], [0.47, 2.42, -0.37], [-0.10, 1.41, 0.45], [0.56, 0.23, 0.44], [1.64, 0.51, -0.33], [1.63, 1.78, -0.82], [2.81, -0.46, -0.59], [2.45, -1.96, -0.56], [3.27, -2.84, -1.17], [3.30, -4.01, -0.55], [2.29, -3.83, 0.41], [1.80, -2.63, 0.45], [3.82, -0.22, 0.53], [3.69, 0.55, 1.67], [4.83, 0.38, 2.49], [5.57, -0.58, 1.72], [5.01, -0.86, 0.57], [3.47, -0.09, -1.93], [4.75, -0.28, -2.24], [4.85, -0.30, -3.61], [3.52, -0.16, -4.08], [2.66, -0.08, -3.08], [0.15, 3.44, -0.51], [-1.03, 1.63, 1.03], [2.47, 2.06, -1.42], [3.98, -2.44, -1.94], [3.94, -4.87, -0.86], [1.88, -4.55, 1.18], [2.83, 1.14, 1.85], [5.05, 0.82, 3.48], [6.53, -0.99, 2.04], [5.45, -0.49, -1.49], [5.71, -0.45, -4.25], [3.17, -0.20, -5.10], [-9.13, 3.87, -0.41], [-7.90, 2.08, 0.39], [-1.41, -4.52, 2.00], [-1.29, -3.68, -0.48], [-6.55, 1.29, -1.48], [1.09, 0.14, 3.84], [1.49, -0.97, 4.10], [1.01, -2.02, 3.61], [2.28, -1.01, 4.79], [-2.67, 2.10, -2.24], [-1.56, 1.76, -3.08], [-1.41, 0.35, -3.34], [-0.71, 2.67, -3.55], [-0.66, 3.86, -3.20], [-2.63, 1.60, -1.27], [-3.55, 1.69, -2.79], [-2.85, 3.15, -2.07], [-2.23, -0.05, -3.81], [-1.07, -0.17, -2.36], [-0.64, 0.12, -4.08], [0.03, 2.14, -4.36], [-5.64, 0.87, 4.26], [-4.16, 1.23, 3.81], [-3.66, 0.63, 2.55], [-2.60, -0.11, 2.53], [-2.40, -0.72, 1.35], [-3.31, -0.44, 0.42], [-3.30, -1.06, -0.74], [-4.52, 0.58, 1.01], [-5.71, 0.84, 5.35], [-5.92, -0.15, 3.93], [-6.44, 1.42, 3.73], [-3.46, 0.86, 4.56], [-4.07, 2.31, 3.90], [-2.59, -1.98, -0.70], [-4.07, -0.92, -1.36]],
  "e_above_lowest_kj_mol": 119.5,
  "spin_multiplicity": 7,
  "homo_energy_ev": [-1.287, -2.393],
  "gap_ev": [5.397, 4.788],
  "total_charge": -2
}

=====

Entry 3:
{
  "formula": "C20H27BNO13P2S",
  "method": "wB97M-V/def2-TZVPD",
  "species": ["C", "C", "P", "C", "C", "B", "O", "C", "S", "C", "C", "C", "N", "P", "O", "O", "O", "O", "H", "H", "H", "H", "H", "H", "H", "H", "H", "H", "H", "H", "H", "H", "H", "H", "H", "H", "H", "C", "C", "C", "O", "C", "C", "C", "O", "O", "O", "H", "H", "H", "H", "C", "C", "C", "O", "C", "C", "C", "O", "O", "O", "H", "H", "H", "H"],
  "positions_angstrom": [[-3.96, -2.11, 2.90], [-3.04, -2.89, 1.93], [-2.20, -1.71, 0.77], [-1.10, -2.73, -0.34], [-0.88, -4.20, 0.11], [-1.19, -0.44, 1.82], [-0.49, 0.68, 1.10], [0.65, 0.99, 1.82], [2.12, 0.37, 0.83], [0.49, 0.25, 3.17], [-0.32, 1.13, 4.20], [-0.87, 2.46, 3.70], [-2.00, 2.70, 3.16], [2.06, -0.12, 4.05], [2.83, 1.13, 4.26], [2.88, -1.33, 3.36], [1.65, -0.86, 5.45], [-0.17, -0.92, 2.80], [-4.23, -1.14, 2.46], [-4.87, -2.67, 3.09], [-3.43, -1.90, 3.83], [-3.64, -3.57, 1.30], [-2.31, -3.48, 2.48], [-1.61, -2.77, -1.31], [-0.14, -2.23, -0.51], [0.00, -4.62, -0.39], [-0.71, -4.28, 1.19], [-1.75, -4.81, -0.18], [-2.10, 0.07, 2.51], [0.87, 2.06, 1.91], [2.68, 1.54, 0.53], [-1.11, 0.48, 4.58], [0.35, 1.43, 5.03], [-0.19, 3.30, 3.84], [-2.52, 1.83, 3.05], [2.68, -2.15, 3.81], [1.00, -0.35, 5.93], [-0.14, 4.29, -3.04], [0.39, 3.52, -2.08], [0.91, 4.11, -0.79], [1.39, 3.34, 0.02], [0.83, 5.55, -0.60], [0.29, 6.30, -1.56], [-0.24, 5.72, -2.84], [-0.72, 6.49, -3.65], [0.17, 7.63, -1.48], [0.50, 2.20, -2.19], [-0.52, 3.88, -3.97], [1.21, 5.96, 0.32], [-0.25, 7.90, -2.32], [0.86, 1.84, -1.35], [2.77, -2.21, -4.25], [1.73, -1.36, -4.17], [0.31, -1.81, -4.39], [-0.56, -0.97, -4.30], [0.07, -3.21, -4.72], [1.11, -4.05, -4.80], [2.52, -3.60, -4.55], [3.40, -4.45, -4.64], [0.99, -5.34, -5.09], [1.86, -0.07, -3.89], [3.79, -1.90, -4.09], [-0.95, -3.52, -4.89], [1.89, -5.70, -5.07], [0.96, 0.30, -3.86]],
  "homo_energy_ev": -4.118,
  "gap_ev": 4.573,
  "total_charge": -1
}

=====

Entry 4:
{
  "formula": "C20H27N3O2S",
  "method": "wB97M-V/def2-TZVPD",
  "species": ["C", "H", "H", "H", "C", "N", "C", "C", "C", "C", "C", "C", "H", "H", "C", "N", "C", "C", "N", "S", "O", "O", "C", "C", "C", "C", "C", "C", "H", "H", "C", "H", "H", "H", "H", "H", "H", "H", "H", "H", "H", "H", "H", "H", "C", "C", "H", "H", "H", "H", "H", "H", "H"],
  "positions_angstrom": [[-4.40, -4.68, -4.66], [-4.95, -5.61, -4.52], [-4.72, -3.96, -3.90], [-4.65, -4.27, -5.63], [-2.89, -4.93, -4.56], [-2.12, -3.72, -4.74], [-1.77, -2.91, -3.70], [-0.86, -1.86, -3.85], [-0.52, -1.04, -2.80], [-1.06, -1.23, -1.53], [-1.97, -2.28, -1.36], [-2.32, -3.09, -2.42], [-3.04, -3.88, -2.23], [-2.42, -2.45, -0.39], [-0.70, -0.38, -0.42], [0.12, 0.57, -0.53], [0.44, 1.38, 0.60], [0.20, 2.85, 0.27], [0.29, 3.65, 1.47], [1.79, 3.71, 2.23], [2.85, 3.45, 1.31], [1.80, 4.95, 2.96], [1.66, 2.36, 3.39], [0.60, 2.35, 4.28], [0.48, 1.30, 5.18], [1.42, 0.28, 5.20], [2.49, 0.32, 4.31], [2.61, 1.36, 3.40], [3.43, 1.41, 2.70], [3.23, -0.47, 4.32], [1.31, -0.84, 6.19], [2.00, -0.68, 7.02], [1.57, -1.79, 5.72], [0.31, -0.91, 6.60], [-0.35, 1.28, 5.87], [-0.12, 3.15, 4.24], [-0.05, 4.59, 1.35], [-0.80, 2.97, -0.15], [0.94, 3.17, -0.48], [-0.15, 1.11, 1.50], [1.50, 1.24, 0.82], [-1.19, -0.62, 0.55], [0.19, -0.24, -2.93], [-0.39, -1.67, -4.81], [-1.72, -3.43, -6.10], [-0.36, -4.04, -6.46], [-0.10, -3.80, -7.49], [-0.39, -5.12, -6.35], [0.42, -3.65, -5.80], [-1.70, -2.35, -6.26], [-2.48, -3.84, -6.77], [-2.65, -5.38, -3.60], [-2.60, -5.64, -5.34]],
  "e_above_lowest_kj_mol": 333.0,
  "smiles": "CCN(CC)c1ccc(/C=N/CCNS(=O)(=O)c2ccc(C)cc2)cc1",
  "homo_energy_ev": -7.462,
  "gap_ev": 8.201
}

=====

Entry 5:
{
  "formula": "C20H27N3O3",
  "method": "wB97M-V/def2-TZVPD",
  "species": ["C", "H", "H", "H", "C", "C", "O", "N", "H", "C", "H", "H", "C", "C", "C", "C", "C", "O", "H", "H", "H", "N", "C", "H", "C", "N", "C", "C", "C", "C", "C", "C", "H", "H", "O", "C", "H", "H", "H", "H", "H", "C", "C", "H", "H", "H", "H", "H", "H", "H", "H", "H", "H"],
  "positions_angstrom": [[-6.03, -1.27, 0.32], [-5.57, -0.67, 1.11], [-7.03, -1.56, 0.64], [-6.11, -0.66, -0.57], [-5.19, -2.52, 0.03], [-3.81, -2.11, -0.45], [-3.50, -2.09, -1.62], [-2.96, -1.77, 0.55], [-3.31, -1.74, 1.49], [-1.68, -1.15, 0.29], [-0.90, -1.68, 0.85], [-1.50, -1.24, -0.78], [-1.71, 0.34, 0.71], [-2.80, 1.04, -0.05], [-3.88, 1.74, 0.41], [-4.62, 2.12, -0.74], [-3.94, 1.62, -1.80], [-2.84, 0.97, -1.40], [-4.12, 1.65, -2.86], [-5.53, 2.68, -0.76], [-4.12, 1.96, 1.43], [-0.44, 1.04, 0.57], [0.18, 0.97, -0.74], [-0.57, 1.16, -1.51], [1.28, 2.04, -0.82], [2.28, 1.82, 0.21], [3.35, 0.97, -0.06], [3.82, 0.02, 0.84], [4.94, -0.75, 0.57], [5.63, -0.61, -0.62], [5.18, 0.35, -1.53], [4.07, 1.12, -1.25], [3.78, 1.87, -1.97], [5.72, 0.47, -2.45], [6.74, -1.32, -0.99], [7.23, -2.29, -0.11], [7.55, -1.84, 0.85], [8.10, -2.72, -0.60], [6.50, -3.07, 0.09], [5.26, -1.47, 1.31], [3.32, -0.15, 1.78], [1.64, 1.81, 1.50], [0.53, 0.75, 1.60], [0.05, 0.82, 2.58], [0.97, -0.25, 1.48], [2.39, 1.66, 2.28], [1.19, 2.79, 1.64], [1.74, 2.02, -1.81], [0.84, 3.02, -0.65], [0.64, -0.02, -0.93], [-1.98, 0.40, 1.77], [-5.67, -3.11, -0.75], [-5.11, -3.14, 0.93]],
  "e_above_lowest_kj_mol": 382.6,
  "smiles": "CCC(=O)NC[C@H](c1ccco1)N1CCN(c2ccc(OC)cc2)CC1",
  "homo_energy_ev": -7.213,
  "gap_ev": 7.904
}

=====

Entry 6:
{
  "formula": "C20H27N3O3S",
  "method": "wB97M-V/def2-TZVPD",
  "species": ["C", "H", "O", "C", "C", "C", "C", "C", "C", "H", "H", "N", "C", "N", "C", "H", "C", "C", "N", "C", "C", "O", "C", "C", "H", "H", "H", "H", "H", "H", "H", "H", "H", "H", "H", "H", "H", "C", "C", "C", "C", "C", "O", "H", "H", "H", "H", "H", "S", "H", "H", "H", "H", "H"],
  "positions_angstrom": [[-6.59, -1.56, 0.08], [-6.08, -2.37, 0.62], [-5.95, -0.32, 0.29], [-4.67, -0.17, -0.13], [-3.90, -1.16, -0.73], [-2.60, -0.90, -1.11], [-2.02, 0.34, -0.88], [-2.80, 1.34, -0.30], [-4.10, 1.09, 0.07], [-4.71, 1.86, 0.53], [-2.38, 2.33, -0.15], [-0.72, 0.64, -1.27], [0.32, -0.21, -1.54], [0.51, -1.30, -0.78], [-0.05, -1.50, 0.55], [-1.11, -1.79, 0.48], [0.06, -0.30, 1.50], [1.44, 0.36, 1.50], [1.49, 1.48, 0.58], [0.95, 2.70, 1.17], [0.94, 3.81, 0.13], [2.23, 4.07, -0.36], [2.78, 2.90, -0.93], [2.83, 1.75, 0.08], [3.20, 0.86, -0.43], [3.52, 2.01, 0.90], [3.78, 3.16, -1.26], [2.18, 2.58, -1.80], [0.58, 4.75, 0.57], [0.27, 3.53, -0.71], [-0.07, 2.51, 1.51], [1.55, 3.02, 2.03], [2.19, -0.37, 1.20], [1.69, 0.69, 2.52], [-0.16, -0.68, 2.50], [-0.70, 0.44, 1.26], [0.50, -2.33, 0.98], [1.43, -2.34, -1.23], [2.68, -2.41, -0.43], [3.05, -3.22, 0.61], [4.35, -2.82, 0.99], [4.68, -1.80, 0.16], [3.68, -1.54, -0.70], [5.56, -1.19, 0.08], [4.95, -3.24, 1.77], [2.47, -4.01, 1.04], [0.92, -3.30, -1.18], [1.69, -2.10, -2.27], [1.31, 0.19, -2.81], [-0.57, 1.57, -1.64], [-2.03, -1.66, -1.63], [-4.31, -2.14, -0.93], [-6.65, -1.81, -0.98], [-7.60, -1.44, 0.48]],
  "e_above_lowest_kj_mol": 303.5,
  "smiles": "COc1ccc(NC(=S)N(CCCN2CCOCC2)Cc2ccco2)cc1",
  "homo_energy_ev": -7.649,
  "gap_ev": 8.284
}